Below is a molecular structure, C3H5NO in a non-equilibrium geometry, with properties calculated with wB97M-V/def2-TZVPD.

Gap between HOMO and LUMO (eV): 10.088
LUMO energy (eV): 0.837
Relative energy (zero: lowest compared OMol25 entry of this formula, charge and spin) (eV): 3.025

```
! RIJCOSX wB97M-V def2-TZVPD def2/J DEFGRID3
* xyz 0 1
C 1.147 0.013 0.019
C -0.175 0.893 -0.056
C -1.047 -0.243 -0.002
H 0.182 1.507 0.740
H -0.003 1.540 -0.909
H -1.694 -0.330 -1.010
H -1.320 -0.274 1.131
H 0.406 -2.048 0.356
N 0.208 -1.005 -0.200
O 2.299 -0.052 -0.068
*
```